1.
Formula: C20H41BN2O7
Source: OMol25
Level of theory: ωB97M-V/def2-TZVPD

```
71
Properties=species:S:1:pos:R:3:forces:R:3
C -3.987613 5.158757 -8.209437 0.06 2.01 -1.61
O -4.458059 4.481440 -6.991099 2.46 -4.07 -0.18
C -3.731268 3.229228 -6.728507 3.62 -1.53 -0.48
O -2.524264 2.894012 -7.191054 -7.21 2.36 2.40
O -4.394449 2.263771 -5.803264 3.15 3.02 -1.42
B -3.306621 1.469286 -5.158698 2.20 -1.17 -0.05
O -3.011109 0.151419 -5.773659 0.43 3.26 -0.29
O -2.502049 1.918703 -3.996128 -1.07 -1.67 -3.19
H -2.824927 5.226744 -8.322417 -2.28 -0.56 0.46
H -4.479714 4.740670 -9.211631 1.11 0.48 2.43
H -4.371772 6.286382 -8.130964 0.73 -2.63 0.13
H -2.630167 0.324302 -6.701106 -1.13 -0.31 1.93
H -1.629209 1.404329 -3.959971 -2.03 0.75 -0.08
C 3.935351 0.408330 -1.128038 0.30 0.07 -0.22
C 2.547947 -0.268133 -0.938589 1.25 0.68 1.37
C 2.719502 -1.785436 -0.650647 -0.12 -0.16 -0.25
C 3.083348 -2.619267 -1.880170 -0.01 0.25 0.04
C 2.116629 -2.344332 -3.027021 -0.09 -0.01 0.27
C 1.986661 -0.835939 -3.362385 0.59 -0.05 -1.92
N 1.702700 0.001681 -2.149342 -4.19 -2.47 1.57
O 0.358337 -0.211703 -1.789253 3.45 1.06 -1.11
C 3.288209 -0.352470 -4.057466 0.21 0.05 0.15
C 0.900733 -0.664081 -4.473475 -0.37 0.05 0.72
C 1.984001 0.394094 0.363523 -0.65 -0.21 -0.50
H 3.876972 1.262997 -1.812848 -0.06 -0.24 0.07
H 4.332938 0.810192 -0.186937 -0.29 -0.25 -0.11
H 4.696352 -0.283236 -1.500621 -0.12 0.10 -0.08
H 1.791727 -2.191350 -0.229391 -0.05 0.24 -0.07
H 3.491095 -1.937301 0.117523 -0.16 0.32 -0.10
H 4.112468 -2.411074 -2.188257 -0.03 0.01 -0.02
H 3.048846 -3.681027 -1.621200 0.04 0.06 -0.01
H 2.452069 -2.900999 -3.913258 -0.12 0.34 0.01
H 1.133736 -2.757476 -2.763195 0.03 0.26 -0.03
H 3.257513 0.727208 -4.245086 -0.05 -0.17 0.10
H 3.419969 -0.846016 -5.028675 -0.28 0.02 0.23
H 4.194577 -0.574473 -3.497303 -0.08 0.08 0.08
H -0.073591 -1.071872 -4.181409 0.22 0.16 0.13
H 1.189538 -1.193255 -5.390048 0.23 0.09 0.33
H 0.766198 0.392811 -4.734225 0.08 -0.12 0.11
H 1.828824 1.470063 0.226409 0.01 -0.16 -0.07
H 2.681557 0.264117 1.200470 0.09 -0.09 -0.42
H 1.038048 -0.052541 0.690189 0.10 0.12 -0.30
C -2.236394 -0.854002 6.823324 -0.31 -0.21 -0.08
C -0.916863 -0.165736 6.372199 -1.09 0.34 1.58
C -1.226243 1.152689 5.610232 0.09 -0.04 -0.31
C -1.738059 0.946580 4.183717 0.04 -0.15 0.19
C -0.810937 0.020644 3.403660 0.09 0.17 0.19
C -0.546304 -1.324245 4.128815 -0.68 -1.22 -1.41
N -0.114338 -1.135164 5.554076 4.00 3.03 -0.88
O 1.218633 -0.681882 5.538857 -3.41 -1.62 0.24
C -1.827140 -2.199728 4.066389 -0.19 0.05 0.16
C 0.490662 -2.144517 3.295058 0.39 0.39 0.53
C -0.219853 0.225004 7.718889 0.61 -0.15 -0.58
H -2.127998 -1.944525 6.866217 0.04 0.23 -0.11
H -2.540288 -0.547195 7.832658 0.26 0.13 -0.27
H -3.082564 -0.614926 6.172910 0.13 -0.12 -0.01
H -0.323423 1.773405 5.559083 0.06 -0.23 0.10
H -1.967210 1.743657 6.167216 0.18 -0.30 0.12
H -2.755627 0.544557 4.200558 0.03 -0.02 -0.01
H -1.797958 1.913591 3.676875 -0.03 -0.06 0.04
H -1.248038 -0.164089 2.412383 0.16 -0.23 0.21
H 0.137505 0.544706 3.224249 0.00 -0.21 0.15
H -1.696844 -3.130188 4.631292 0.04 0.19 -0.04
H -2.060019 -2.479622 3.031196 0.29 0.15 0.15
H -2.720216 -1.699671 4.436426 0.09 0.00 0.10
H 1.432643 -1.606096 3.141174 -0.19 -0.04 0.26
H 0.101067 -2.367999 2.294153 -0.23 0.16 0.30
H 0.717892 -3.102139 3.779242 -0.05 0.21 0.01
H 0.036416 -0.664113 8.305735 -0.03 0.08 -0.16
H -0.881378 0.848212 8.333669 -0.13 -0.23 -0.37
H 0.691839 0.814236 7.568412 -0.11 -0.30 -0.14
```
Forces are in eV/Å.

The relative energy (zero: lowest compared OMol25 entry of this formula, charge and spin) comes out at 4.7552 eV. The expectation value of S² is 2.010. The frontier orbital gap (spin up / spin down) comes out at 9.5 / 9.2 eV. Its spin multiplicity is 3.

Just the Löwdin charges please, in e? Sure, here they are:
1 C -0.091
2 O -0.071
3 C -0.233
4 O 0.010
5 O 0.117
6 B -0.482
7 O 0.052
8 O 0.086
9 H 0.110
10 H 0.121
11 H 0.118
12 H 0.127
13 H 0.119
14 C -0.042
15 C -0.467
16 C -0.135
17 C -0.185
18 C -0.138
19 C -0.477
20 N -0.026
21 O -0.031
22 C -0.046
23 C -0.046
24 C -0.048
25 H 0.087
26 H 0.082
27 H 0.069
28 H 0.117
29 H 0.127
30 H 0.102
31 H 0.114
32 H 0.124
33 H 0.124
34 H 0.091
35 H 0.088
36 H 0.056
37 H 0.076
38 H 0.086
39 H 0.084
40 H 0.091
41 H 0.084
42 H 0.059
43 C -0.044
44 C -0.472
45 C -0.138
46 C -0.185
47 C -0.142
48 C -0.475
49 N -0.028
50 O -0.029
51 C -0.045
52 C -0.046
53 C -0.051
54 H 0.086
55 H 0.080
56 H 0.068
57 H 0.121
58 H 0.125
59 H 0.102
60 H 0.114
61 H 0.125
62 H 0.119
63 H 0.091
64 H 0.089
65 H 0.056
66 H 0.069
67 H 0.079
68 H 0.087
69 H 0.088
70 H 0.082
71 H 0.074

---

2.
Formula: C7H18N2
Source: OMol25
Level of theory: ωB97M-V/def2-TZVPD

```
27
Properties=species:S:1:pos:R:3:forces:R:3
N 1.486831 1.870120 2.844800 -2.42 -1.41 -0.81
N 0.499041 1.739354 1.759764 2.09 0.36 0.23
C 0.602046 -0.476438 -3.380011 3.07 0.93 0.96
C -1.074396 0.026867 2.418419 0.51 -0.32 2.33
C 0.017042 -1.997300 -0.540968 -1.26 1.16 0.81
C -0.524564 -0.476248 -2.417908 0.93 1.78 0.84
C -0.624751 0.486992 -0.007954 3.41 0.12 -0.29
C -0.041075 0.416679 1.472782 1.84 0.76 -2.04
C 0.086186 -0.531245 -0.995806 -1.84 -0.22 0.50
H 2.205074 2.511557 2.621546 0.47 0.72 -0.64
H 1.061177 2.131982 3.718920 -0.17 0.09 0.20
H -0.234129 2.425183 1.683181 0.09 0.51 0.60
H 1.508044 0.314720 -3.193719 -2.43 -1.80 -0.31
H 0.282278 -0.411875 -4.361541 -0.57 0.47 -2.16
H 1.010677 -1.469482 -3.295962 0.86 -0.39 -0.08
H -0.531878 -0.142536 3.395567 -1.04 -0.34 -0.74
H -1.620859 -0.801052 2.027226 -0.44 -0.95 0.33
H -1.740474 0.849164 2.583093 -0.69 0.50 0.02
H 0.572596 -1.963388 0.397566 -0.45 -0.90 0.31
H -1.101975 -2.271652 -0.441538 1.95 -0.07 0.04
H 0.575845 -2.619106 -1.232469 -0.28 -0.29 -0.15
H -1.202287 -1.253800 -2.713101 -0.28 -0.88 0.48
H -1.107006 0.411805 -2.547981 -0.40 0.90 0.09
H -1.635531 0.250213 0.009216 -2.10 -0.21 0.00
H -0.447936 1.538423 -0.422273 -0.40 -1.39 0.55
H 0.841586 -0.273876 1.569058 -0.79 0.51 -0.44
H 1.138439 -0.285060 -0.949908 0.33 0.37 -0.61
```
Forces are in eV/Å.

The relative energy (zero: lowest compared OMol25 entry of this formula, charge and spin) comes out at 2.6453 eV. As for the SMILES: CC[C@H](C)C[C@H](C)NN. The frontier orbital gap comes out at 9.8 eV. Its spin multiplicity is 1.

Just the Löwdin charges please, in e? Sure, here they are:
1 N 0.017
2 N -0.125
3 C -0.131
4 C -0.087
5 C -0.074
6 C -0.263
7 C -0.099
8 C -0.446
9 C -0.379
10 H 0.042
11 H 0.054
12 H 0.098
13 H 0.140
14 H 0.035
15 H 0.061
16 H 0.103
17 H 0.068
18 H 0.074
19 H 0.059
20 H 0.116
21 H 0.070
22 H 0.107
23 H 0.094
24 H 0.076
25 H 0.132
26 H 0.138
27 H 0.121

---

3.
Formula: C2H3Br2N
Source: OMol25
Level of theory: ωB97M-V/def2-TZVPD

```
8
Properties=species:S:1:pos:R:3:forces:R:3
C 0.428386 -0.190421 0.310404 -0.55 -0.28 0.58
C -0.631518 0.379767 -0.588431 1.82 -0.18 -3.52
N 0.227250 -0.471913 1.504819 -1.87 1.04 -2.02
Br 2.204498 -0.345197 -0.648958 -0.90 0.24 0.71
Br -2.460572 -0.267064 -0.472389 0.56 0.24 0.48
H -0.246238 -0.060308 -1.699277 -1.36 2.11 2.81
H -0.554704 1.532735 -0.410925 -0.40 -2.12 -0.90
H 1.032897 -0.577598 2.004760 2.69 -1.04 1.86
```
Forces are in eV/Å.

The relative energy (zero: lowest compared OMol25 entry of this formula, charge and spin) comes out at 0.6078 eV. As for the SMILES: [H]/N=C(\Br)CBr. The frontier orbital gap comes out at 10.5 eV. Its spin multiplicity is 1.

Just the Löwdin charges please, in e? Sure, here they are:
1 C -0.827
2 C -0.699
3 N 0.123
4 Br 0.581
5 Br 0.608
6 H 0.089
7 H 0.108
8 H 0.018